1.
Density functional theory data (the ωB97M-V functional and the def2-TZVPD basis) for a cluster of 2 separate species, C2H4OS2 in total at a distorted geometry.

Properties
HOMO energy, Ha: -0.3211
Frontier orbital gap, hartree: 0.30581
Strongest force on any atom, hartree/bohr: 0.146
LUMO energy, eV: -0.42
Total energy, hartree: -950.1362
SMILES: O=CS.C=S

```
! RIJCOSX wB97M-V def2-TZVPD def2/J DEFGRID3
* xyz 0 1
C 1.80 0.13 0.06
C -2.02 0.63 0.22
O 0.82 0.77 -0.11
S 1.83 -1.65 -0.07
S -1.84 -0.65 -0.77
H 2.72 0.61 0.24
H -2.25 1.55 -0.04
H 0.74 -1.82 -0.92
H -1.79 0.44 1.38
*
```

2.
Density functional theory data (the ωB97M-V functional and the def2-TZVPD basis) for a cluster of 7 separate species, CH16O7 in total at a distorted geometry.

Properties
HOMO energy, Ha: -0.3788
Frontier orbital gap, hartree: 0.39293
Strongest force on any atom, hartree/bohr: 0.044
LUMO energy, eV: 0.38
Total energy, hartree: -574.3545
SMILES: CO.O.O.O.O.O.O

```
! RIJCOSX wB97M-V def2-TZVPD def2/J DEFGRID3
* xyz 0 1
C -0.27 0.29 2.53
O 0.07 0.35 1.18
H -1.13 0.96 2.73
H -0.59 -0.71 2.88
H 0.53 0.64 3.20
H 0.13 -0.63 0.74
H 1.81 -1.73 -0.08
H 3.32 -1.93 -0.56
O 2.74 -1.75 0.18
H -0.29 -1.54 -0.92
H -0.52 -2.42 0.39
O 0.01 -1.72 0.01
H 1.74 2.61 0.27
H 0.72 1.55 0.12
O 1.12 2.28 -0.39
H -2.23 -1.19 -1.95
H -1.05 -0.54 -2.70
O -1.30 -1.29 -2.14
H -1.59 0.91 0.57
H -2.87 1.61 0.43
O -2.39 0.90 -0.02
H 0.30 1.76 -2.32
H 1.17 0.74 -1.69
O 0.58 0.85 -2.46
*
```

3.
Density functional theory data (the ωB97M-V functional and the def2-TZVPD basis) for a cluster of 3 separate species, H7O3 in total at a distorted geometry.

Properties
HOMO energy, Ha: -0.6448
Frontier orbital gap, hartree: 0.50387
Strongest force on any atom, hartree/bohr: 0.039
LUMO energy, eV: -3.84
Total energy, hartree: -229.6518

```
! RIJCOSX wB97M-V def2-TZVPD def2/J DEFGRID3
* xyz 1 1
O -0.13 1.94 -0.02
H -0.54 2.53 -0.67
H 0.03 2.46 0.79
O 0.76 -1.85 -0.59
H 1.65 -1.45 -0.63
H 0.67 -2.14 -1.52
O -0.96 -0.44 0.62
H -0.20 -0.96 0.06
H -0.64 -0.62 1.53
H -0.66 0.53 0.43
*
```

4.
Density functional theory data (the ωB97M-V functional and the def2-TZVPD basis) for a structure of composition C5H14N4 at a distorted geometry.

Properties
HOMO energy, Ha: -0.2840
Frontier orbital gap, hartree: 0.32090
Strongest force on any atom, hartree/bohr: 0.083
LUMO energy, eV: 1.00
Total energy, hartree: -417.7217

```
! RIJCOSX wB97M-V def2-TZVPD def2/J DEFGRID3
* xyz 0 1
C -1.88 0.64 -0.42
N -2.50 1.40 0.65
C 0.14 -1.20 0.66
C 0.26 -2.55 0.66
H -2.37 2.39 0.52
H -3.50 1.25 0.71
H -2.26 -0.38 -0.40
H -2.19 0.97 -1.43
H -0.16 -0.71 1.58
H -0.07 -3.09 1.54
H 0.53 -3.11 -0.21
C 1.48 -0.84 -1.38
N 1.11 -0.37 -0.04
N 2.21 0.14 0.75
C -0.07 1.34 -0.50
N 0.23 2.22 0.34
H 1.79 0.17 1.69
H 2.51 1.10 0.65
H -0.06 2.06 1.30
H 0.14 1.44 -1.56
H 1.95 -1.81 -1.31
H 2.15 -0.12 -1.83
H 0.56 -0.94 -1.96
*
```

5.
Density functional theory data (the ωB97M-V functional and the def2-TZVPD basis) for a cluster of 2 separate species, C7H8NO2 in total at a distorted geometry.

Properties
HOMO energy (spin up / spin down), Ha: -0.3988 / -0.4626
Frontier orbital gap (spin up / spin down), hartree: 0.22777 / 0.14157
Strongest force on any atom, hartree/bohr: 0.098
LUMO energy (spin up / spin down), eV: -4.65 / -8.73
Total energy, hartree: -476.2061

```
! RIJCOSX wB97M-V def2-TZVPD def2/J DEFGRID3
* xyz 1 3
C -1.44 -1.64 -1.85
C -0.66 -0.68 -2.51
C -1.38 -1.85 -0.50
C 0.26 0.03 -1.72
C -0.73 -0.95 0.28
C 0.15 -0.19 -0.40
C 1.98 1.11 1.81
N 1.24 1.32 0.75
O 2.21 2.02 2.69
O 0.63 2.55 0.55
H -2.17 -2.26 -2.44
H -0.89 -0.63 -3.56
H -1.87 -2.63 -0.04
H 0.94 0.75 -2.24
H -0.48 -1.34 1.31
H 2.31 -0.01 1.85
H 2.88 1.85 3.36
H 1.13 3.21 0.98
*
```

6.
Density functional theory data (the ωB97M-V functional and the def2-TZVPD basis) for an isolated molecule of C5H4 at a distorted geometry.

Properties
HOMO energy (spin up / spin down), Ha: -0.3359 / -0.3379
Frontier orbital gap (spin up / spin down), hartree: 0.32363 / 0.32804
Strongest force on any atom, hartree/bohr: 0.073
LUMO energy (spin up / spin down), eV: -0.33 / -0.27
Total energy, hartree: -192.6389

```
! RIJCOSX wB97M-V def2-TZVPD def2/J DEFGRID3
* xyz 0 1
C -0.74 0.06 1.02
C 0.47 1.04 -0.68
C 0.35 -1.05 -0.46
C -0.66 0.06 -0.49
C 0.68 0.06 0.50
H -1.05 0.81 1.76
H -1.11 -0.94 1.23
H 1.12 1.29 -1.51
H 0.95 -1.34 -1.38
*
```